Entry 1:
{"formula": "C4H14NO", "method": "wB97M-V/def2-TZVPD", "symbols": ["C", "C", "C", "C", "N", "H", "H", "H", "H", "H", "H", "H", "H", "H", "H", "H", "H", "H", "H", "O"], "xyz": [[0.5728, 0.2504, 0.1934], [-0.5928, 0.5308, 1.1501], [-0.5141, -0.5863, 2.1218], [-0.3923, 1.8127, 1.7731], [0.4297, -0.9995, -0.7160], [0.7295, 1.0393, -0.5656], [1.5662, 0.1355, 0.7162], [-1.3999, 0.5516, 0.3099], [-1.4390, -0.9177, 2.5450], [-0.0765, -1.4809, 1.7140], [0.0258, -0.4720, 3.0687], [0.6615, 2.0360, 2.2666], [-1.1748, 1.9056, 2.5467], [-0.4257, 2.6722, 1.1644], [0.3619, -0.8735, -1.7441], [1.1457, -1.7609, -0.7299], [-0.4627, -1.3892, -0.3871], [1.1320, -1.0400, -3.9185], [-0.2543, -0.5124, -4.5179], [0.2701, -0.6179, -3.6109]], "atomic_forces_ev_per_a": [[4.342, -0.457, -4.174], [0.529, -0.624, 1.732], [0.491, -0.773, 0.131], [0.288, 1.187, 0.549], [-0.738, -0.725, 0.805], [-0.497, 0.136, 0.718], [-1.352, 0.105, 0.062], [0.331, 0.012, 0.705], [-1.677, -0.320, 0.151], [-0.184, -0.666, -0.394], [0.202, 0.975, -0.170], [-1.492, -0.826, 0.042], [0.494, 0.150, 0.821], [-0.356, 0.923, -1.325], [-0.665, 1.122, -0.560], [-0.235, 0.666, 1.149], [0.291, -0.768, -0.685], [-1.546, 0.822, 0.320], [1.444, -0.287, 2.938], [0.330, -0.651, -2.814]], "mol_weight_g_mol": 92.2, "e_tot_ha": -289.95245, "total_charge": 2, "lumo_ev": [-7.17, -15.22], "gap_ha": [0.436, 0.140], "homo_ev": [-19.028, -19.022], "spin_multiplicity": 2}


Entry 2:
{"formula": "C4H14NO2", "method": "wB97M-V/def2-TZVPD", "symbols": ["C", "N", "C", "C", "C", "H", "H", "H", "H", "H", "H", "H", "H", "H", "H", "H", "H", "O", "H", "H", "O"], "xyz": [[0.6860, 1.6130, 0.2079], [0.1985, 0.2071, 0.5099], [-0.6608, -0.2712, -0.5951], [-0.1618, 0.4809, -1.8132], [0.4411, 1.7983, -1.3012], [0.1355, 2.3057, 0.8432], [1.7469, 1.6527, 0.4161], [-0.2505, 0.1214, 1.4247], [1.0304, -0.3852, 0.6134], [-1.6858, -0.1263, -0.3070], [-0.4982, -1.3364, -0.6944], [0.5673, -0.1215, -2.3604], [-0.9712, 0.7054, -2.5031], [-0.2310, 2.6388, -1.4631], [1.3977, 2.0187, -1.7575], [-1.4896, -0.3877, 3.2780], [-2.6646, -1.0705, 2.5899], [-1.8442, -0.5979, 2.4053], [1.9792, -3.1225, 0.7109], [0.9705, -3.4340, -0.3626], [1.3047, -2.6887, 0.1583]], "atomic_forces_ev_per_a": [[-0.377, -0.169, -0.273], [1.275, 0.090, 0.914], [0.236, -0.610, -0.289], [-0.146, 0.316, -0.403], [0.007, 0.080, 0.509], [0.107, -0.026, -0.106], [0.061, 0.048, 0.366], [-0.505, 0.059, -0.251], [-0.287, -0.253, -0.435], [-0.404, 0.411, -0.020], [-0.073, -0.136, 0.086], [0.000, 0.111, 0.152], [-0.065, -0.191, -0.042], [0.050, -0.039, -0.079], [-0.026, 0.103, -0.342], [-0.178, -0.067, 0.061], [0.034, 0.018, -0.136], [0.234, 0.128, 0.227], [-0.252, 0.363, -0.185], [-0.048, 0.286, 0.001], [0.356, -0.522, 0.245]], "mol_weight_g_mol": 108.2, "e_tot_ha": -365.81963, "total_charge": 1, "lumo_ev": -2.90, "gap_ha": 0.464, "homo_ev": -15.538}


Entry 3:
{"formula": "C4H14NO2", "method": "wB97M-V/def2-TZVPD", "symbols": ["C", "O", "C", "C", "C", "N", "H", "H", "H", "H", "H", "H", "H", "H", "H", "H", "H", "H", "H", "H", "O"], "xyz": [[-0.0572, 0.9267, 1.4954], [-0.9999, 0.3649, 2.3884], [-0.5661, 0.7666, 0.0941], [0.4959, 1.1099, -0.9677], [0.0754, 1.1606, -2.3909], [-0.8264, -0.7137, -0.2512], [0.1242, 2.0245, 1.6158], [0.8352, 0.4832, 1.5592], [-0.6515, 0.1047, 3.2939], [-1.6177, 1.1287, -0.1812], [0.8209, 2.1311, -0.7198], [1.4027, 0.4091, -0.7835], [0.9991, 1.4394, -2.8963], [-0.2619, 0.2295, -2.7999], [-0.7505, 1.8808, -2.5340], [-0.0216, -1.2680, -0.2950], [-1.4203, -0.9278, -1.0661], [-1.2808, -1.1944, 0.6063], [2.4198, -3.0197, 0.0498], [1.0668, -3.5074, -0.6949], [1.5539, -2.7024, -0.2361]], "atomic_forces_ev_per_a": [[-3.366, 2.225, 0.063], [0.142, -0.537, 1.257], [-1.329, -1.149, -2.991], [1.136, 0.461, 2.187], [-0.215, 0.406, -0.339], [-2.800, -1.298, 3.137], [-0.387, -0.674, 0.228], [3.658, -1.896, 0.342], [-0.251, 0.753, -1.834], [1.656, 0.538, 0.975], [0.275, -0.283, 0.055], [-1.382, 1.113, -0.367], [-0.455, 0.213, -0.641], [-0.084, -0.732, -0.264], [0.629, -0.070, -0.111], [2.476, -0.922, -0.603], [0.325, 0.574, 0.356], [0.201, 1.188, -1.401], [-0.172, -0.141, -0.117], [1.913, 2.291, 1.502], [-1.972, -2.059, -1.432]], "mol_weight_g_mol": 108.2, "e_tot_ha": -365.76936, "total_charge": 1, "lumo_ev": -3.20, "gap_ha": 0.428, "homo_ev": -14.837}


Entry 4:
{"formula": "C4H14NO2", "method": "wB97M-V/def2-TZVPD", "symbols": ["C", "C", "C", "C", "N", "H", "H", "H", "H", "H", "H", "H", "H", "H", "H", "H", "H", "O", "H", "H", "O"], "xyz": [[-1.8152, -0.3429, -2.0873], [-1.5432, 0.9907, -1.3263], [-0.7717, 0.7471, -0.0527], [0.2933, 1.4897, 0.2075], [0.9265, 1.5733, 1.5273], [-0.8831, -0.9007, -2.0992], [-2.6595, -0.8609, -1.6360], [-2.0824, -0.1122, -3.1170], [-0.9119, 1.5377, -2.0325], [-2.4167, 1.6061, -1.1217], [-1.2450, 0.0290, 0.6109], [0.6380, 2.1960, -0.5345], [0.3129, 1.8327, 2.2964], [1.7426, 2.1773, 1.5420], [1.2329, 0.5160, 1.6997], [1.7515, -1.4368, 1.2929], [1.8463, -1.2487, 2.8258], [1.9273, -0.7648, 1.9946], [1.8760, -3.4068, 0.1809], [0.4915, -2.9729, -0.2993], [1.2901, -2.6489, 0.1285]], "atomic_forces_ev_per_a": [[-0.526, 1.183, 0.450], [1.117, -1.029, -1.032], [-0.526, 0.609, -0.316], [-0.920, 0.675, -0.058], [0.207, -1.740, -0.238], [-0.140, -0.377, 0.040], [0.244, -0.432, 0.005], [-0.039, -0.079, -0.010], [-0.014, 0.440, 0.344], [-0.209, -0.229, 0.023], [0.326, 0.098, 0.389], [0.225, 0.079, 0.184], [-0.224, 0.223, -0.226], [0.075, -0.055, -0.051], [0.444, 0.962, 0.652], [-0.067, 0.107, 0.073], [0.016, 0.158, 0.040], [-0.102, -0.533, -0.257], [0.164, -0.210, -0.075], [-0.065, 0.060, 0.018], [0.016, 0.089, 0.044]], "mol_weight_g_mol": 108.2, "e_tot_ha": -365.78552, "total_charge": 1, "lumo_ev": -2.97, "gap_ha": 0.404, "homo_ev": -13.971}


Entry 5:
{"formula": "C4H14NO2", "method": "wB97M-V/def2-TZVPD", "symbols": ["O", "C", "C", "N", "C", "C", "H", "H", "H", "H", "H", "H", "H", "H", "H", "H", "H", "H", "H", "H", "O"], "xyz": [[-0.6707, 2.0227, 0.8938], [-0.9565, 1.5384, -0.4164], [-0.8904, 0.0155, -0.2872], [0.5012, -0.1950, 0.3585], [0.8423, -1.6240, 0.6882], [-1.9113, -0.6595, 0.6653], [-0.8345, 2.9665, 0.9841], [-0.3212, 1.9673, -1.1801], [-1.9928, 1.7562, -0.6723], [-0.7812, -0.4470, -1.2726], [1.1831, 0.0575, -0.4225], [0.5828, 0.5917, 1.0287], [0.0946, -1.9255, 1.4305], [1.8092, -1.5994, 1.2090], [1.0603, -2.1564, -0.2281], [-2.9409, -0.7903, 0.3523], [-1.7229, -1.7324, 0.4655], [-1.7836, -0.1608, 1.6107], [3.4004, 0.5745, -1.2648], [2.6712, -0.1985, -2.4442], [2.6607, -0.0016, -1.4984]], "atomic_forces_ev_per_a": [[0.253, 0.022, -0.063], [-1.527, -0.315, 0.611], [0.659, 0.103, 0.374], [0.513, 0.263, -2.576], [0.850, 1.613, 1.885], [0.649, -0.788, -2.377], [-0.022, 0.002, -0.137], [0.455, -0.069, -0.135], [-0.065, 0.236, -0.177], [-0.477, -0.006, 0.119], [-0.501, -0.149, 0.940], [0.071, -0.970, 0.499], [0.309, -0.750, -0.797], [-0.233, 0.056, -0.033], [-0.857, -0.326, -0.083], [-0.412, 1.524, -0.297], [0.627, 0.240, 1.551], [-0.240, -0.716, 0.715], [-0.025, -0.165, -0.435], [0.336, 0.244, 0.187], [-0.362, -0.050, 0.231]], "mol_weight_g_mol": 108.2, "e_tot_ha": -365.77759, "total_charge": 1, "lumo_ev": -2.88, "gap_ha": 0.443, "homo_ev": -14.948}


Entry 6:
{"formula": "C4H14NO2", "method": "wB97M-V/def2-TZVPD", "symbols": ["C", "N", "C", "C", "C", "H", "H", "H", "H", "H", "H", "H", "H", "H", "H", "H", "H", "O", "H", "H", "O"], "xyz": [[-0.6067, 0.4350, -0.1197], [0.7305, 0.5103, -0.8817], [1.6606, 0.6585, 0.2736], [0.9082, 0.4866, 1.6928], [-0.5266, 0.9885, 1.3286], [-1.3476, 1.0506, -0.7608], [-0.8072, -0.5246, -0.0338], [0.7808, 1.3754, -1.4029], [1.0793, -0.2663, -1.4575], [2.0977, 1.8078, 0.3221], [2.4399, 0.0075, 0.0928], [0.9712, -0.5599, 1.8302], [1.2298, 1.0475, 2.5775], [-0.5238, 2.1489, 1.3541], [-1.3046, 0.6631, 1.9765], [0.4589, -2.4861, -2.9798], [0.2881, -1.1087, -3.5969], [0.1959, -1.5352, -2.8477], [-2.5421, -1.0088, 1.4387], [-2.9421, -2.0672, 0.3559], [-2.2403, -1.6230, 0.8382]], "atomic_forces_ev_per_a": [[-1.548, 5.360, -1.969], [-0.034, 1.348, 2.662], [0.963, 5.177, 2.767], [-0.669, 0.877, -2.027], [2.782, 1.762, -1.823], [0.917, -1.558, 0.975], [-1.349, -4.372, -0.195], [-0.122, -0.048, -0.417], [-1.278, -0.237, -0.112], [-0.965, -2.988, -0.607], [1.838, -1.252, 0.167], [-0.454, -1.134, 0.855], [0.815, -0.225, -0.644], [-0.046, -1.891, -0.114], [-0.584, -0.511, 0.258], [-0.439, 1.556, 0.012], [0.694, 3.046, -6.207], [-0.112, -4.538, 6.197], [-1.723, 1.713, 1.912], [-0.300, 0.251, 0.385], [1.615, -2.337, -2.077]], "mol_weight_g_mol": 108.2, "e_tot_ha": -365.73672, "total_charge": 1, "lumo_ev": -3.08, "gap_ha": 0.438, "homo_ev": -15.004}